The following is a DFT calculation (wB97M-V/def2-TZVPD) of a cluster of 2 separate species, C5H8N3O3P in total.

The geometry in XYZ format:
```
20
C5H8N3O3P, DFT wB97M-V/def2-TZVPD
P 1.355 -2.309 -0.165
O 2.517 -2.831 0.614
O -0.106 -3.013 2.122
O 0.729 -1.300 3.327
N 0.190 0.235 -0.070
N -0.622 -0.887 -1.982
N -1.363 1.264 -1.288
C -0.701 2.287 -0.570
C 0.304 -2.087 2.612
C 1.176 -0.671 0.435
C -0.537 0.172 -1.159
C 0.011 1.510 0.593
H -1.475 -1.021 -2.507
H -1.442 3.099 -0.340
H 0.888 1.967 1.101
H -0.791 1.173 1.379
H 0.039 2.753 -1.249
H 0.267 -1.359 -2.266
H -2.135 1.366 -1.891
H 1.697 -0.347 1.304
```

- net charge = 0
- relative energy (zero: lowest compared OMol25 entry of this formula, charge and spin) (kJ/mol) = 142.80
- HOMO-LUMO gap (eV) = 7.148
- HOMO (eV) = -6.9929
- total energy (eV) = -25214.85455

Charges obtained by natural (NBO) population analysis, quoted in units of e: number 1, P, carries 1.11; number 2, O, carries -1.10; number 3, O, carries -0.51; number 4, O, carries -0.54; number 5, N, carries -0.32; number 6, N, carries -0.82; number 7, N, carries -0.62; number 8, C, carries -0.22; number 9, C, carries 1.04; number 10, C, carries -0.74; number 11, C, carries 0.60; number 12, C, carries -0.21; number 13, H, carries 0.41; number 14, H, carries 0.22; number 15, H, carries 0.25; number 16, H, carries 0.20; number 17, H, carries 0.18; number 18, H, carries 0.43; number 19, H, carries 0.42; number 20, H, carries 0.23


The following is a DFT calculation (wB97M-V/def2-TZVPD) of an isolated molecule of C5H8N4.

The geometry in XYZ format:
```
17
C5H8N4, DFT wB97M-V/def2-TZVPD
N -2.531 0.061 -0.423
N 2.350 1.092 0.194
N -1.925 1.381 -0.276
N 2.344 -1.193 -0.511
C -1.936 -1.009 0.287
C 0.198 0.054 -0.067
C 1.729 -0.089 -0.171
C -0.549 1.337 -0.217
C -0.457 -1.064 0.108
H -2.178 -1.079 1.342
H -3.565 0.043 -0.277
H 3.404 1.269 -0.007
H 1.965 1.819 0.842
H 0.010 -2.123 -0.048
H 3.280 -0.902 -0.378
H -2.260 -1.898 -0.288
H 0.123 2.301 -0.111
```

- SMILES = [H]/N=C(\N)C1=CCNN=C1
- net charge = 0
- relative energy (zero: lowest compared OMol25 entry of this formula, charge and spin) (kJ/mol) = 245.87
- HOMO-LUMO gap (eV) = 8.632
- HOMO (eV) = -8.3256
- total energy (eV) = -11272.00382

Charges obtained by natural (NBO) population analysis, quoted in units of e: number 1, N, carries -0.46; number 2, N, carries -0.86; number 3, N, carries -0.21; number 4, N, carries -0.69; number 5, C, carries -0.29; number 6, C, carries -0.20; number 7, C, carries 0.44; number 8, C, carries -0.01; number 9, C, carries -0.07; number 10, H, carries 0.18; number 11, H, carries 0.38; number 12, H, carries 0.40; number 13, H, carries 0.40; number 14, H, carries 0.25; number 15, H, carries 0.32; number 16, H, carries 0.21; number 17, H, carries 0.21


What did the first record say?
The following is a DFT calculation (wB97M-V/def2-TZVPD) of a cluster of 2 separate species, C5H8N3O3P in total.

The geometry in XYZ format:
```
20
C5H8N3O3P, DFT wB97M-V/def2-TZVPD
P 1.355 -2.309 -0.165
O 2.517 -2.831 0.614
O -0.106 -3.013 2.122
O 0.729 -1.300 3.327
N 0.190 0.235 -0.070
N -0.622 -0.887 -1.982
N -1.363 1.264 -1.288
C -0.701 2.287 -0.570
C 0.304 -2.087 2.612
C 1.176 -0.671 0.435
C -0.537 0.172 -1.159
C 0.011 1.510 0.593
H -1.475 -1.021 -2.507
H -1.442 3.099 -0.340
H 0.888 1.967 1.101
H -0.791 1.173 1.379
H 0.039 2.753 -1.249
H 0.267 -1.359 -2.266
H -2.135 1.366 -1.891
H 1.697 -0.347 1.304
```

- net charge = 0
- relative energy (zero: lowest compared OMol25 entry of this formula, charge and spin) (kJ/mol) = 142.80
- HOMO-LUMO gap (eV) = 7.148
- HOMO (eV) = -6.9929
- total energy (eV) = -25214.85455

Charges obtained by natural (NBO) population analysis, quoted in units of e: number 1, P, carries 1.11; number 2, O, carries -1.10; number 3, O, carries -0.51; number 4, O, carries -0.54; number 5, N, carries -0.32; number 6, N, carries -0.82; number 7, N, carries -0.62; number 8, C, carries -0.22; number 9, C, carries 1.04; number 10, C, carries -0.74; number 11, C, carries 0.60; number 12, C, carries -0.21; number 13, H, carries 0.41; number 14, H, carries 0.22; number 15, H, carries 0.25; number 16, H, carries 0.20; number 17, H, carries 0.18; number 18, H, carries 0.43; number 19, H, carries 0.42; number 20, H, carries 0.23


- Which value of relative energy (zero: lowest compared OMol25 entry of this formula, charge and spin) does entry 1 give?
  142.80 kJ/mol